47
Properties=species:S:1:pos:R:3:forces:R:3 method="wB97M-V/def2-TZVPD" smiles="CCCN[C@H]1CCOC1=O.Fc1ccccc1.Fc1ccccc1" total_charge=0 e_above_lowest_ev=0.0000 homo_energy_ev=-8.86 homo_lumo_gap_ev=9.55 multiplicity=1
C -1.9171 1.1534 0.4118 0.0 0.0 0.4
C -2.5774 0.5123 1.6344 0.2 0.5 -0.1
C -1.5863 0.2087 2.7806 -0.8 0.1 0.0
N -1.2630 -1.1889 3.0221 0.6 0.6 -0.5
C -0.6187 -1.9101 1.9471 -0.4 -0.6 0.9
C -1.4278 -2.6464 0.8604 1.0 0.5 -0.7
C -0.4398 -2.5357 -0.3250 -0.9 0.5 -0.3
O 0.8285 -2.1030 0.1794 0.2 0.3 0.1
C 0.5481 -1.2756 1.2330 0.9 0.9 0.0
O 1.2072 -0.2915 1.4917 -0.9 -1.5 -0.2
H -2.6029 1.2255 -0.4257 0.0 0.0 -0.2
H -1.0084 0.6379 0.1139 0.0 -0.2 -0.2
H -1.6176 2.1625 0.6855 0.1 0.2 -0.1
H -3.1569 -0.3654 1.3634 0.0 -0.2 0.0
H -3.2980 1.2394 2.0061 -0.2 0.0 0.1
H -0.6810 0.7867 2.6332 0.3 -0.1 0.0
H -2.0339 0.5796 3.6994 0.1 0.0 0.2
H -2.0730 -1.6869 3.3503 -0.1 -0.2 0.0
H -0.0928 -2.7379 2.4338 0.2 0.0 0.1
H -1.6149 -3.6561 1.1964 -0.3 -0.2 -0.2
H -2.3145 -2.1436 0.4995 -0.4 -0.1 0.5
H -0.4025 -3.3759 -1.0053 0.6 -0.4 0.3
H -0.7902 -1.7049 -0.9350 -0.1 0.0 -0.2
F 5.9922 4.0850 2.4063 0.0 0.0 0.0
C 5.6408 2.8001 2.1826 -0.1 -0.1 0.0
C 4.3133 2.4395 2.2972 -0.1 0.1 0.0
C 3.9540 1.1192 2.0634 0.1 0.1 0.1
C 4.9254 0.1859 1.7265 0.0 0.0 0.0
C 6.2547 0.5710 1.6200 -0.1 0.0 0.0
C 6.6217 1.8900 1.8464 0.1 0.0 0.0
H 3.5765 3.1850 2.5654 0.0 0.0 0.0
H 2.9210 0.8175 2.1421 0.0 0.0 0.0
H 4.6423 -0.8424 1.5449 0.0 0.0 0.0
H 7.0116 -0.1568 1.3599 0.0 0.0 0.0
H 7.6505 2.2137 1.7634 0.0 0.0 0.0
F -2.3290 -2.0352 -2.7796 -0.1 0.0 0.0
C -2.6071 -0.9804 -3.5790 0.0 0.2 -0.1
C -1.6111 -0.0600 -3.8333 0.1 0.0 0.1
C -1.9004 1.0224 -4.6508 -0.1 0.0 0.0
C -3.1699 1.1702 -5.1925 0.0 0.0 0.0
C -4.1546 0.2313 -4.9185 0.1 0.0 0.0
C -3.8758 -0.8582 -4.1064 -0.1 -0.1 0.0
H -0.6300 -0.1921 -3.3962 0.0 0.0 0.0
H -1.1312 1.7514 -4.8646 0.0 0.0 0.0
H -3.3910 2.0170 -5.8276 0.0 0.0 0.0
H -5.1450 0.3462 -5.3370 0.0 0.0 0.0
H -4.6263 -1.6046 -3.8834 0.0 0.0 0.0